(1)
The following is a DFT calculation (ωB97M-V with the def2-TZVPD basis set) of C5H9NO in the gas phase.

Output
HOMO level, eV: -9.26
HOMO-LUMO gap, eV: 10.33
Energy above the lowest of the compared OMol25 structures with the same formula, charge and spin, eV: 3.610
Electronic energy, eV: -8865.6025
Structure (SMILES): C[C@H]1CC/C1=N\O

Element x y z (Å)
N1 -1.395 0.630 -1.106
H1 -1.103 -0.305 1.816
H2 0.441 -1.542 -1.803
H3 2.245 -0.698 0.698
C1 1.182 -0.789 0.394
C2 0.809 -0.721 -1.173
C3 -0.210 0.306 -0.782
C4 0.407 0.534 0.567
H4 1.078 1.401 0.493
C5 -0.499 0.607 1.764
H5 -2.694 0.433 -2.428
H6 -1.170 1.464 1.690
O1 -1.788 0.108 -2.337
H7 0.761 -1.664 0.875
H8 0.103 0.684 2.674
H9 1.833 -0.449 -1.344

---

(2)
The following is a DFT calculation (ωB97M-V with the def2-TZVPD basis set) of a molecular structure, C16H24N2OPt.

Output
2S+1: 5
Expectation value of S²: 6.012
Net charge: +2
HOMO level (alpha / beta), eV: -15.08 / -15.92
HOMO-LUMO gap (alpha / beta), eV: 7.62 / 5.76
Energy above the lowest of the compared OMol25 structures with the same formula, charge and spin, eV: 2.228
Electronic energy, eV: -25231.4322

Element x y z (Å)
H1 1.262 1.015 -5.157
H2 1.114 -1.183 -5.180
H3 -0.515 1.625 1.771
C1 0.693 0.699 -3.166
N1 0.336 -1.311 -1.972
H4 0.145 -2.910 -0.655
H5 -2.248 0.491 -1.440
H6 0.061 1.089 3.355
H7 0.807 -3.658 -4.870
H8 0.421 -0.630 3.297
H9 1.440 3.517 -4.817
H10 1.099 4.451 -2.513
H11 2.025 -1.945 2.031
H12 3.723 -0.043 0.376
C2 -0.493 -0.348 2.741
C3 0.432 -3.481 -2.781
H13 -1.367 -0.759 3.288
H14 2.976 -2.305 0.576
C4 -2.052 -0.119 -0.514
H15 3.777 -1.827 2.081
C5 0.697 -3.021 -4.042
C6 1.072 1.531 -4.211
H16 -0.330 -1.039 1.864
H17 0.324 -4.543 -2.575
H18 -1.858 1.338 2.971
C7 2.810 -0.196 0.993
C8 -0.832 0.946 2.645
H19 2.288 0.608 2.974
H20 0.510 2.878 -0.632
C9 0.602 -0.765 -3.185
C10 0.984 3.391 -2.729
C11 0.638 2.574 -1.666
C12 1.190 2.905 -3.995
C13 2.902 -1.665 1.454
C14 2.954 0.848 2.135
H21 -2.607 0.259 0.365
C15 0.836 -1.646 -4.242
C16 0.292 -2.644 -1.700
Pt1 -0.154 -0.029 -0.561
H22 3.978 0.864 2.534
N2 0.472 1.255 -1.936
H23 -2.275 -1.196 -0.724
O1 1.845 0.075 0.024
H24 2.748 1.839 1.733

---

(3)
The following is a DFT calculation (ωB97M-V with the def2-TZVPD basis set) of a molecular structure, C42H62F6INO5S.

Output
HOMO level, eV: -8.22
HOMO-LUMO gap, eV: 7.36
Electronic energy, eV: -91527.7159

Element x y z (Å)
C1 6.270 1.867 -1.844
C2 1.359 -5.035 -1.799
C3 2.470 -5.085 -4.726
N1 -3.382 0.916 -3.319
H1 5.236 -1.950 -2.956
C4 -5.122 3.622 2.291
H2 -2.520 4.949 0.729
C5 5.456 -1.125 -2.269
H3 -0.327 1.382 2.651
H4 3.786 -6.711 -5.181
I1 -5.371 0.498 -3.777
H5 -3.290 -0.181 7.251
C6 -2.264 -1.200 -3.273
C7 -3.806 0.158 6.347
H6 2.367 -4.785 -5.774
C8 2.424 -4.091 -2.347
C9 3.003 3.638 4.634
H7 -8.186 -1.737 0.967
C10 7.237 0.687 -1.824
H8 1.651 -5.785 -4.534
C11 3.798 -5.819 -4.548
H9 -2.747 3.269 1.183
F1 -2.526 -2.101 3.196
H10 6.680 -0.141 -3.728
C12 -4.080 3.306 3.405
H11 -1.334 -3.098 -3.211
C13 3.050 3.649 3.109
H12 -0.047 2.143 0.291
F2 -4.371 -3.025 0.283
F3 -4.386 -3.967 2.221
C14 1.766 4.174 2.469
C15 -2.133 -1.259 -0.486
C16 -3.206 4.842 -1.785
H13 5.929 -5.550 -4.809
H14 3.418 -4.478 -2.105
H15 1.914 4.244 1.387
C17 6.779 -0.484 -2.693
H16 0.358 -4.637 -1.987
C18 5.421 -1.652 -0.836
C19 5.010 -4.972 -4.924
H17 2.218 2.981 5.009
H18 -3.977 -0.723 5.717
C20 2.297 -3.843 -3.849
H19 -5.296 4.439 0.320
H20 -4.783 0.529 6.684
H21 3.906 -6.179 -3.521
C21 -3.294 2.219 -2.737
C22 -5.271 -1.826 2.098
O1 -7.157 -3.300 2.589
H22 4.644 -0.404 -2.398
C23 -3.044 1.276 5.657
C24 -2.073 -1.257 1.025
H23 6.656 2.684 -1.232
H24 -1.213 -3.206 -0.791
H25 3.277 2.644 2.741
F4 -5.204 -1.583 3.415
H26 -5.956 4.159 2.766
H27 0.800 0.623 0.598
C25 -2.703 -2.388 1.909
H28 7.566 -1.243 -2.705
H29 6.344 -3.135 0.441
H30 -3.176 5.428 -3.822
C26 -4.076 1.773 3.616
H31 -2.310 -1.228 -4.360
F5 -5.280 -0.643 1.450
H32 -3.261 3.116 -4.693
H33 1.591 5.199 2.813
H34 -4.091 1.312 2.623
H35 -4.443 3.745 4.342
H36 1.478 -5.153 -0.721
C27 -3.196 4.088 0.612
H37 5.097 -4.088 -4.290
H38 -4.955 1.446 4.192
O2 -1.494 -0.357 1.589
C28 -3.249 3.292 -3.620
C29 -6.668 -2.503 1.838
H39 -3.069 3.659 3.186
C30 6.428 -2.771 -0.584
H40 4.417 -2.037 -0.633
H41 1.314 -3.407 -4.056
S1 -3.360 1.164 -0.222
C31 0.513 3.345 2.761
H42 -0.336 3.811 2.248
H43 6.137 2.243 -2.861
F6 -1.954 -3.512 1.662
H44 -5.567 2.717 1.852
H45 -4.620 5.584 1.458
C32 -3.225 3.800 -0.879
C33 -2.702 -0.190 -1.178
H46 7.394 0.358 -0.793
H47 3.952 3.282 5.041
C34 -4.169 -2.786 1.587
H48 0.282 3.397 3.829
H49 3.881 4.286 2.790
C35 -4.587 4.531 1.157
H50 1.403 1.369 2.884
O3 -2.529 2.143 6.326
H51 8.210 1.027 -2.188
O4 -2.894 1.310 4.292
C36 -3.202 4.576 -3.146
H52 6.249 -3.613 -1.256
H53 4.947 -4.644 -5.963
C37 -2.783 -0.128 -2.554
H54 2.827 4.643 5.025
H55 3.028 -3.084 -4.143
H56 5.585 -0.843 -0.120
O5 -7.327 -2.094 0.709
C38 -1.702 -2.268 -2.612
C39 -1.648 -2.311 -1.231
C40 -3.284 2.509 -1.390
H57 1.424 -6.028 -2.247
C41 0.596 1.877 2.348
H58 7.455 -2.430 -0.727
C42 0.778 1.685 0.845
H59 5.290 1.595 -1.448
H60 1.715 2.124 0.493
H61 -3.193 5.867 -1.421
H62 2.336 -3.131 -1.830